# 1
Computed, not measured: a gas-phase ion, C7H11N4O2S (charge +1) at a distorted geometry, with ωB97M-V/def2-TZVPD.

As for the net charge: +1. The calculation puts the calculated total energy at -1040.64477 Eh. As for the lowest unoccupied orbital energy: -3.65 eV. The maximum force is 5.16 eV/Å. The calculation puts the energy above the lowest of the compared OMol25 structures with the same formula, charge and spin at 222.1 kJ/mol. As for the multiplicity: 1.

Element x y z (Å)
C1 1.6372 0.8026 -0.3395
C2 2.6641 1.3332 -0.9441
C3 -0.4577 -1.0282 -0.9883
C4 -0.6480 1.1883 0.0694
C5 -2.9526 1.2368 0.4840
C6 -2.3793 -0.3055 0.4903
C7 3.3716 -0.7845 0.5481
N1 0.4922 1.6426 -0.2416
N2 -1.6234 1.9256 0.6012
N3 -1.0109 -0.1734 -0.1814
N4 -1.1130 -2.1464 -1.2595
O1 3.6559 1.6467 -1.4127
O2 1.2943 -0.3485 2.0258
S1 1.5745 -0.7551 0.6499
H1 0.6846 -0.9368 -1.4105
H2 -3.4539 1.5109 -0.5026
H3 -3.5197 1.3038 1.3763
H4 -2.1289 -0.4750 1.4944
H5 -3.1661 -0.9141 0.0446
H6 3.8505 -1.6862 1.0642
H7 3.7005 -0.8438 -0.5368
H8 3.8415 0.0522 0.9259
H9 -1.5842 2.8493 0.8369
H10 -0.7039 -2.7285 -1.9938
H11 -2.0253 -2.3660 -0.8001

Charges per atom according to natural (NBO) partitioning, unit e: number 1, C, carries -0.4869; number 2, C, carries 0.7560; number 3, C, carries 0.3722; number 4, C, carries 0.5764; number 5, C, carries -0.2026; number 6, C, carries -0.2441; number 7, C, carries -0.8452; number 8, N, carries -0.4760; number 9, N, carries -0.5705; number 10, N, carries -0.4220; number 11, N, carries -0.7365; number 12, O, carries -0.3725; number 13, O, carries -0.9165; number 14, S, carries 1.2942; number 15, H, carries 0.2979; number 16, H, carries 0.2153; number 17, H, carries 0.2323; number 18, H, carries 0.2406; number 19, H, carries 0.2293; number 20, H, carries 0.2651; number 21, H, carries 0.2368; number 22, H, carries 0.2480; number 23, H, carries 0.4342; number 24, H, carries 0.4405; number 25, H, carries 0.4341


# 2
Computed, not measured: a gas-phase ion, C7H11N4S (charge +1) at a distorted geometry, with ωB97M-V/def2-TZVPD.

As for the net charge: +1. The calculation puts the calculated total energy at -890.26812 Eh. As for the lowest unoccupied orbital energy: -5.39 eV. The maximum force is 1.34 eV/Å. The calculation puts the energy above the lowest of the compared OMol25 structures with the same formula, charge and spin at 68.6 kJ/mol. As for the multiplicity: 1.

Element x y z (Å)
C1 0.7437 -1.3068 -0.7047
C2 -1.3099 -1.0085 -0.1437
C3 -0.6982 0.1807 0.1255
C4 -1.5588 2.4614 0.0340
C5 1.6120 0.9354 -0.0733
C6 -2.7175 -1.4061 0.0684
C7 3.7857 -0.8759 0.0605
N1 -0.3910 -1.8832 -0.6864
N2 0.6732 0.0081 -0.1977
N3 -1.2168 2.6406 -1.1625
N4 -1.1876 1.3320 0.7308
S1 3.2754 0.8626 0.0065
H1 1.6237 -1.7211 -1.1492
H2 -2.1339 3.1531 0.6603
H3 1.2397 1.9543 0.0179
H4 -2.9335 -2.2699 -0.5541
H5 -2.8801 -1.6906 1.1080
H6 -3.3927 -0.5910 -0.1789
H7 3.0808 -1.4690 0.6337
H8 4.7526 -0.8725 0.5591
H9 3.9123 -1.2643 -0.9459
H10 -1.5151 3.5042 -1.5974
H11 -1.6920 1.1743 1.5940

Charges per atom according to natural (NBO) partitioning, unit e: number 1, C, carries 0.2106; number 2, C, carries 0.1638; number 3, C, carries 0.2519; number 4, C, carries 0.2847; number 5, C, carries 0.0295; number 6, C, carries -0.6581; number 7, C, carries -0.7660; number 8, N, carries -0.3540; number 9, N, carries -0.3748; number 10, N, carries -0.7126; number 11, N, carries -0.6435; number 12, S, carries 0.5691; number 13, H, carries 0.2175; number 14, H, carries 0.1776; number 15, H, carries 0.2795; number 16, H, carries 0.2595; number 17, H, carries 0.2424; number 18, H, carries 0.2414; number 19, H, carries 0.2546; number 20, H, carries 0.2743; number 21, H, carries 0.2567; number 22, H, carries 0.3774; number 23, H, carries 0.4185


# 3
Computed, not measured: a gas-phase ion, C7H11N5 (charge +2) at a distorted geometry, with ωB97M-V/def2-TZVPD.

As for the net charge: +2. The calculation puts the calculated total energy at -546.24293 Eh. As for the lowest unoccupied orbital energy (alpha / beta): -7.06 / -10.86 eV. The maximum force is 5.94 eV/Å. The calculation puts the energy above the lowest of the compared OMol25 structures with the same formula, charge and spin at 20.8 kJ/mol. As for the expectation value of S²: 2.031. As for the multiplicity: 3.

Element x y z (Å)
C1 3.2746 0.1011 0.2552
C2 2.8153 1.3513 0.0461
C3 2.4404 -0.9647 0.1891
C4 1.5183 1.5137 -0.3754
C5 1.1372 -0.9034 -0.2001
C6 0.7371 0.3828 -0.3603
C7 -2.1616 0.4602 0.1518
N1 0.3103 -1.9751 -0.3043
N2 -1.3437 -0.1503 -0.7660
N3 -2.9306 0.0080 1.1619
N4 -2.3976 1.7631 -0.1098
N5 -1.0778 -1.6039 -0.7826
H1 4.3221 -0.0512 0.5006
H2 3.5263 2.2073 0.0264
H3 2.9665 -1.9544 0.4098
H4 0.8192 2.4138 -0.3057
H5 0.6474 -2.8839 -0.2188
H6 -2.9827 -0.8219 1.7122
H7 -3.5859 0.6699 1.5243
H8 -2.0209 2.1404 -0.9800
H9 -2.9870 2.2033 0.5723
H10 -1.2191 -1.7096 -1.8708
H11 -1.8077 -2.1965 -0.2760

Charges per atom according to natural (NBO) partitioning, unit e: number 1, C, carries -0.1296; number 2, C, carries -0.0119; number 3, C, carries -0.2249; number 4, C, carries -0.3186; number 5, C, carries 0.1265; number 6, C, carries 0.2132; number 7, C, carries 0.6238; number 8, N, carries -0.3099; number 9, N, carries -0.4067; number 10, N, carries -0.7786; number 11, N, carries -0.7404; number 12, N, carries -0.2550; number 13, H, carries 0.2724; number 14, H, carries 0.2688; number 15, H, carries 0.2604; number 16, H, carries 0.2713; number 17, H, carries 0.4546; number 18, H, carries 0.4374; number 19, H, carries 0.4206; number 20, H, carries 0.4495; number 21, H, carries 0.4261; number 22, H, carries 0.4956; number 23, H, carries 0.4554


# 4
Computed, not measured: a molecular structure, C7H11NO at a distorted geometry, with ωB97M-V/def2-TZVPD.

The calculation puts the calculated total energy at -402.91661 Eh. As for the lowest unoccupied orbital energy: -0.04 eV. The maximum force is 12.43 eV/Å. The calculation puts the energy above the lowest of the compared OMol25 structures with the same formula, charge and spin at 1095.8 kJ/mol. As for the multiplicity: 1.

Element x y z (Å)
C1 2.0187 0.1481 0.1632
C2 1.2821 -1.3377 -0.2511
C3 -0.1730 -1.1636 0.2611
C4 -2.4478 0.0417 0.1849
C5 -1.3995 1.0237 -0.0782
C6 0.6247 0.9110 -0.1641
C7 -0.2116 0.2828 0.5774
H1 2.7659 0.3379 -0.7420
H2 2.5727 0.1512 1.1284
H3 1.4785 -1.5550 -1.3739
H4 1.4782 -2.0819 0.5847
H5 -0.3157 -1.8757 0.9956
H6 -2.6745 -0.3861 1.2792
H7 -3.4229 -0.2211 -0.5039
H8 -0.9852 0.6977 -1.1445
H9 0.1258 2.7055 -0.8153
H10 0.6492 0.6317 -1.1881
H11 -0.0456 0.6446 1.6599
N1 0.0862 2.2015 -0.0499
O1 -1.4064 -1.1563 -0.5236

Charges per atom according to natural (NBO) partitioning, unit e: number 1, C, carries -0.3962; number 2, C, carries -0.4395; number 3, C, carries 0.0602; number 4, C, carries -0.1146; number 5, C, carries -0.1366; number 6, C, carries -0.1022; number 7, C, carries -0.2568; number 8, H, carries 0.2013; number 9, H, carries 0.2185; number 10, H, carries 0.2405; number 11, H, carries 0.2286; number 12, H, carries 0.1727; number 13, H, carries 0.2147; number 14, H, carries 0.2303; number 15, H, carries 0.2215; number 16, H, carries 0.3317; number 17, H, carries 0.1631; number 18, H, carries 0.2256; number 19, N, carries -0.4926; number 20, O, carries -0.5702


# 5
Computed, not measured: a molecular structure, C7H11NO at a distorted geometry, with ωB97M-V/def2-TZVPD.

The calculation puts the calculated total energy at -403.13932 Eh. As for the lowest unoccupied orbital energy (alpha / beta): -0.07 / -0.07 eV. The maximum force is 3.11 eV/Å. The calculation puts the energy above the lowest of the compared OMol25 structures with the same formula, charge and spin at 511.0 kJ/mol. As for the multiplicity: 1.

Element x y z (Å)
C1 -1.3152 0.6251 0.8581
C2 1.3117 -1.6258 -1.4517
C3 -1.7535 -0.7460 1.3493
C4 -0.3255 0.1989 -0.6965
C5 -0.0910 1.5757 -0.3844
C6 1.0271 -0.6091 -0.3850
C7 0.6444 2.6393 -0.2462
N1 1.7064 -0.4034 0.6678
O1 -1.0817 -0.2491 -1.5980
H1 2.5435 -0.9905 0.6978
H2 -0.8786 1.1474 1.7120
H3 -2.2022 1.1484 0.4927
H4 2.2550 -2.1391 -1.2542
H5 1.3525 -1.1418 -2.4296
H6 0.4935 -2.3470 -1.4912
H7 1.6484 2.6922 -0.6613
H8 0.3002 3.4700 0.3665
H9 -2.1771 -1.3328 0.5332
H10 -0.9266 -1.2899 1.8117
H11 -2.5313 -0.6227 2.1090

Charges per atom according to natural (NBO) partitioning, unit e: number 1, C, carries -0.3999; number 2, C, carries -0.6855; number 3, C, carries -0.6040; number 4, C, carries 0.2823; number 5, C, carries 0.2370; number 6, C, carries 0.3098; number 7, C, carries -0.4586; number 8, N, carries -0.6429; number 9, O, carries -0.6940; number 10, H, carries 0.3398; number 11, H, carries 0.2253; number 12, H, carries 0.2290; number 13, H, carries 0.2087; number 14, H, carries 0.2421; number 15, H, carries 0.2536; number 16, H, carries 0.2537; number 17, H, carries 0.2278; number 18, H, carries 0.2320; number 19, H, carries 0.2182; number 20, H, carries 0.2253


# 6
Computed, not measured: C7H11NO in the gas phase at a distorted geometry, with ωB97M-V/def2-TZVPD.

The calculation puts the calculated total energy at -403.14412 Eh. As for the lowest unoccupied orbital energy (alpha / beta): 0.73 / 0.40 eV. The maximum force is 3.38 eV/Å. The calculation puts the energy above the lowest of the compared OMol25 structures with the same formula, charge and spin at 498.4 kJ/mol. As for the multiplicity: 1.

Element x y z (Å)
C1 -1.1344 -0.6454 1.3821
C2 -2.0828 -0.5524 0.1981
C3 0.9400 0.5098 -1.1288
C4 -0.6586 1.0060 -1.3528
C5 1.7568 0.6945 0.1844
C6 -1.6457 -0.0228 -1.1251
C7 1.3422 -0.3431 1.1286
N1 0.1605 -0.7556 1.4311
O1 2.4279 -1.0649 1.5018
H1 -1.6225 -0.9241 2.3034
H2 -2.6802 -1.4385 0.1368
H3 -2.8147 -0.0041 0.7161
H4 0.8690 -0.5243 -1.3434
H5 1.4570 0.9445 -1.9478
H6 -0.8139 2.0049 -0.9129
H7 -0.4688 1.2201 -2.3608
H8 2.8596 0.6000 0.0344
H9 1.6714 1.6694 0.7933
H10 -1.7927 -0.7308 -1.9516
H11 2.2299 -1.6431 2.3130

Charges per atom according to natural (NBO) partitioning, unit e: number 1, C, carries 0.0324; number 2, C, carries -0.5491; number 3, C, carries -0.3660; number 4, C, carries -0.4703; number 5, C, carries -0.4943; number 6, C, carries -0.0930; number 7, C, carries 0.5448; number 8, N, carries -0.5093; number 9, O, carries -0.6876; number 10, H, carries 0.1632; number 11, H, carries 0.2271; number 12, H, carries 0.2406; number 13, H, carries 0.2029; number 14, H, carries 0.1983; number 15, H, carries 0.2118; number 16, H, carries 0.2172; number 17, H, carries 0.2401; number 18, H, carries 0.2256; number 19, H, carries 0.1757; number 20, H, carries 0.4898


# 7
Computed, not measured: 2 unconnected molecules or ions with the total composition C7H11NO at a distorted geometry, with ωB97M-V/def2-TZVPD.

As for the SMILES: C=Cc1c[nH]cc1C.O. The calculation puts the calculated total energy at -403.21790 Eh. As for the lowest unoccupied orbital energy: 0.88 eV. The maximum force is 6.99 eV/Å. The calculation puts the energy above the lowest of the compared OMol25 structures with the same formula, charge and spin at 304.7 kJ/mol. As for the multiplicity: 1.

Element x y z (Å)
C1 0.4243 -2.0953 0.1353
C2 -0.5385 -0.9872 -0.1131
C3 -1.6512 -1.0606 -0.8870
N1 -2.1942 0.2826 -1.0347
C4 -1.4509 1.0930 -0.0737
C5 -0.3949 0.3233 0.4488
C6 0.5823 0.7190 1.3695
C7 1.1545 1.9132 1.3773
H1 0.7865 -2.0261 1.2633
H2 0.1182 -3.0236 -0.2075
H3 1.3528 -1.8525 -0.5992
H4 -1.8998 -2.0625 -1.2970
H5 -3.0843 0.4675 -1.4949
H6 -1.5957 2.0170 0.2282
H7 0.8222 -0.1417 2.0223
H8 1.0227 2.7125 0.7962
H9 1.9571 2.1318 2.0779
H10 2.8834 0.8972 -0.6210
H11 1.9861 -0.5224 -0.4979
O1 2.7821 -0.0009 -0.9962

Charges per atom according to natural (NBO) partitioning, unit e: number 1, C, carries -0.6041; number 2, C, carries -0.0872; number 3, C, carries -0.0693; number 4, N, carries -0.5379; number 5, C, carries -0.0095; number 6, C, carries -0.1638; number 7, C, carries -0.1937; number 8, C, carries -0.3851; number 9, H, carries 0.2175; number 10, H, carries 0.2261; number 11, H, carries 0.1949; number 12, H, carries 0.2223; number 13, H, carries 0.4188; number 14, H, carries 0.1988; number 15, H, carries 0.2082; number 16, H, carries 0.1898; number 17, H, carries 0.1905; number 18, H, carries 0.4770; number 19, H, carries 0.4750; number 20, O, carries -0.9684


# 8
Computed, not measured: C7H11NO3S in the gas phase at a distorted geometry, with ωB97M-V/def2-TZVPD.

The calculation puts the calculated total energy at -951.79757 Eh. As for the lowest unoccupied orbital energy (alpha / beta): 0.56 / -2.90 eV. The maximum force is 9.14 eV/Å. The calculation puts the energy above the lowest of the compared OMol25 structures with the same formula, charge and spin at 0.0 kJ/mol. As for the expectation value of S²: 2.007. As for the multiplicity: 3.

Element x y z (Å)
C1 -1.4632 1.4955 0.0798
C2 -0.4444 2.2702 -0.2722
C3 -1.2909 0.1096 0.6696
C4 0.8816 1.7039 -0.2465
C5 -0.0303 -0.5822 0.2587
C6 1.0394 0.4345 0.1304
C7 -2.5066 -0.7190 0.2862
N1 0.0127 -1.5238 -0.8630
O1 3.0078 -1.3145 -0.9149
O2 3.5456 0.9467 -0.1824
O3 3.0181 -0.6935 1.5983
S1 2.7508 -0.1564 0.2624
H1 -2.5257 1.8260 0.0597
H2 -0.3445 3.3275 -0.6875
H3 -1.2440 0.2805 1.7047
H4 1.8754 2.1876 -0.5172
H5 0.3579 -1.3316 1.1520
H6 -2.4860 -0.8670 -0.8177
H7 -3.3599 -0.1076 0.4590
H8 -2.6006 -1.7397 0.8349
H9 2.8323 -2.2803 -0.6408
H10 -0.6650 -2.2771 -0.7272
H11 -0.3605 -0.9891 -1.6265

Charges per atom according to Löwdin partitioning, unit e: number 1, C, carries -0.0459; number 2, C, carries -0.0701; number 3, C, carries -0.3382; number 4, C, carries -0.0781; number 5, C, carries -0.3781; number 6, C, carries -0.2316; number 7, C, carries -0.0722; number 8, N, carries 0.0600; number 9, O, carries -0.2056; number 10, O, carries -0.2973; number 11, O, carries -0.3019; number 12, S, carries 0.6827; number 13, H, carries 0.1247; number 14, H, carries 0.1368; number 15, H, carries 0.1363; number 16, H, carries 0.1321; number 17, H, carries 0.1971; number 18, H, carries 0.0870; number 19, H, carries 0.0536; number 20, H, carries 0.1211; number 21, H, carries 0.1257; number 22, H, carries 0.0812; number 23, H, carries 0.0808


Which formula does entry 7 have? C7H11NO


calculated total energy of number 5 (C7H11NO)? -403.13932 Eh


Which value of calculated total energy does entry 8 give? -951.79757 Eh


Look up the calculated total energy of the seventh one. -403.21790 Eh